[1]
The following is a DFT calculation (ωB97M-V/def2-TZVPD) of a single C9H20Si molecule in a non-equilibrium geometry.

Results
HOMO (alpha / beta) = -0.2846 / -0.2708 Ha
gap between HOMO and LUMO (alpha / beta) = 8.094 / 7.834 eV
relative energy (zero: lowest compared OMol25 entry of this formula, charge and spin) = 87.53 kcal/mol
E = -17531.5200 eV
LUMO (alpha / beta) = 0.35 / 0.46 eV

Structure (XYZ):
```
30
Properties=species:S:1:pos:R:3:forces:R:3:lowdin_charge:R:1
C -1.9827 -0.7794 -1.2386 -0.91 3.06 -0.45 0.110
C -1.6429 -0.2675 0.1206 -0.09 -0.05 -0.01 -0.701
C -0.4132 0.5405 -0.2836 -1.18 -1.83 0.39 -0.247
C -2.7104 0.6580 0.6676 -0.31 1.70 -0.04 -0.073
C -1.3536 -1.4349 1.0270 1.24 0.04 -0.75 -0.052
C -0.6748 1.8721 -0.8162 1.82 0.59 -1.99 -0.138
C 2.4595 1.3331 -0.8448 -2.11 -2.47 -1.15 -0.164
C 1.5866 -1.6336 -0.8942 0.65 0.05 -0.80 -0.213
C 1.8756 -0.5128 1.8271 2.22 2.14 -2.09 -0.150
Si 1.3395 0.0019 0.0304 0.27 -0.79 -0.85 0.576
H -1.4096 -1.5259 -1.7446 0.07 -0.37 -0.18 0.046
H -2.7087 -0.0488 -1.7766 1.56 -1.68 0.31 0.105
H -3.1507 1.2489 -0.1533 -0.12 -0.44 0.11 0.065
H -2.2341 1.5156 1.2641 -0.83 -1.66 0.02 0.118
H -3.5638 0.1471 1.1310 0.46 0.11 0.31 0.092
H -0.2872 -1.6904 0.8406 -1.03 -0.73 0.25 0.043
H -2.0651 -2.2420 0.8844 0.20 -0.25 -0.20 0.093
H -1.4295 -1.1245 2.0229 0.04 0.44 1.78 0.063
H -0.7060 1.9041 -1.9477 0.12 0.00 1.02 0.109
H 0.2206 2.4690 -0.5436 -0.99 0.40 -0.11 0.070
H -1.6139 2.2180 -0.4823 -0.57 1.12 0.34 0.034
H 2.4871 2.2124 -0.3018 0.07 2.05 0.72 -0.008
H 3.3792 0.8483 -0.7669 2.00 -0.54 0.02 -0.011
H 2.2293 1.4287 -1.9479 0.02 0.15 1.36 0.069
H 1.0017 -1.6351 -1.8771 0.67 -0.38 1.47 0.042
H 2.6755 -1.4800 -1.1984 -1.05 -0.93 0.37 0.035
H 1.4287 -2.5473 -0.2130 0.35 1.28 -1.43 0.054
H 2.4062 0.3445 2.2631 0.08 -0.11 0.04 0.028
H 1.0281 -0.5971 2.3816 -2.40 -0.73 1.75 -0.033
H 2.5491 -1.3643 1.8924 -0.25 -0.16 -0.21 0.037
```
Positions in Å, forces in eV/Å.

[2]
The following is a DFT calculation (ωB97M-V/def2-TZVPD) of a molecular structure, C9H21AlF4N2O2.

Results
HOMO = -0.3696 Ha
gap between HOMO and LUMO = 8.775 eV
relative energy (zero: lowest compared OMol25 entry of this formula, charge and spin) = 0.00 kcal/mol
E = -34221.6266 eV
LUMO = -1.28 eV

Structure (XYZ):
```
39
Properties=species:S:1:pos:R:3:forces:R:3:lowdin_charge:R:1
C -3.3470 -3.0677 -0.1800 0.11 0.19 -0.15 -0.056
C -2.5415 -1.8256 -0.5330 0.05 -0.13 0.31 -0.280
O -1.5010 -2.2002 -1.4114 -0.07 -0.16 -0.12 -0.126
C -0.6066 -1.1622 -1.6960 0.19 0.46 -0.12 -0.181
C 0.4847 -1.0444 -0.6405 0.16 -0.81 -0.43 -0.154
O 0.9891 0.2909 -0.6270 -0.48 0.43 0.11 -0.125
C 1.7192 0.6171 0.5156 0.49 -0.10 -0.46 -0.169
C 0.9150 1.4419 1.4983 0.21 -0.35 0.49 -0.197
C -0.5423 1.0463 1.7118 -0.22 0.26 0.05 -0.152
N -1.4108 1.5385 0.6625 0.00 0.14 -0.07 -0.022
C -1.4875 2.9951 0.6538 0.19 -0.04 -0.41 -0.177
C -0.2801 3.6727 1.3084 -0.44 0.00 0.32 -0.105
N 0.9615 2.8928 1.0171 -0.40 0.23 0.12 0.107
H -4.4105 -2.8457 -0.1384 -0.07 -0.01 0.09 0.071
H -3.1803 -3.8094 -0.9572 -0.06 -0.09 -0.02 0.082
H -3.0282 -3.4782 0.7736 -0.01 -0.15 0.03 0.072
H -3.1708 -1.0564 -0.9926 0.03 0.05 -0.14 0.118
H -2.1129 -1.3931 0.3813 -0.07 0.14 -0.01 0.097
H -1.1295 -0.1995 -1.7935 -0.13 0.01 0.01 0.114
H -0.1345 -1.3618 -2.6553 -0.06 -0.13 -0.06 0.137
H 1.2921 -1.7088 -0.9293 0.32 -0.16 0.09 0.112
H 0.1174 -1.3833 0.3320 -0.10 0.29 0.10 0.120
H 2.5663 1.2278 0.1782 0.19 -0.08 0.09 0.143
H 2.1595 -0.2601 0.9913 -0.12 -0.12 0.09 0.152
H 1.4299 1.4063 2.4595 0.10 0.27 0.03 0.159
H -0.6289 -0.0313 1.8254 0.09 -0.03 -0.09 0.122
H -0.8818 1.4811 2.6534 -0.08 -0.12 0.09 0.127
H -1.0789 1.2144 -0.2377 -0.04 -0.16 0.07 0.084
H -2.3888 3.3641 1.1438 -0.04 -0.03 0.12 0.122
H -1.5415 3.3159 -0.3869 -0.11 0.06 -0.03 0.127
H -0.1723 4.6947 0.9564 0.21 0.03 -0.08 0.133
H -0.3903 3.7088 2.3897 0.12 -0.05 0.06 0.130
H 1.1198 2.9068 0.0071 0.13 -0.15 -0.02 0.183
H 1.7479 3.3465 1.4755 0.17 0.03 -0.26 0.182
F 4.3832 -4.4510 -2.4952 0.00 -0.15 -0.04 -0.180
Al 4.1153 -2.8860 -1.9652 -0.06 0.01 -0.01 -0.188
F 2.7958 -2.1972 -2.7846 -0.18 0.11 0.05 -0.189
F 5.4757 -1.9255 -2.1904 0.11 0.16 0.01 -0.189
F 3.6936 -2.8745 -0.3204 -0.15 0.15 0.17 -0.201
```
Positions in Å, forces in eV/Å.

[3]
The following is a DFT calculation (ωB97M-V/def2-TZVPD) of a molecular structure, C9H21B2BeBr4F2KMgN3NaO9PS3 in a non-equilibrium geometry.

Results
HOMO = -0.2923 Ha
gap between HOMO and LUMO = 1.798 eV
total charge = +1
E = -387885.8708 eV
LUMO = -6.16 eV

Structure (XYZ):
```
58
Properties=species:S:1:pos:R:3:forces:R:3:lowdin_charge:R:1
N -3.4302 -0.1254 -1.1317 -1.99 -1.36 1.49 0.103
B -2.4823 0.1570 0.0240 2.88 2.78 -5.02 -1.074
S -3.1961 -0.8576 1.4354 -5.08 2.54 8.56 0.982
O -2.2926 -0.7970 2.7255 -0.88 -0.39 -4.22 -0.696
O -4.6130 -0.3732 1.9140 5.34 -2.40 -2.97 -0.304
F -3.3536 -2.5280 0.9988 -1.82 3.80 1.19 -0.536
O -1.0278 -0.1113 -0.1454 0.46 0.18 0.31 -0.085
C -0.1940 1.1274 -0.0017 -1.54 -0.64 -0.05 -0.175
C 1.3007 1.1079 -0.6937 -0.06 -0.66 -0.41 -0.178
C 2.5416 0.9485 0.3744 -0.95 0.58 1.13 -0.451
S 4.0090 2.0821 -0.0826 -1.67 1.67 1.15 0.794
C 3.4805 3.7564 0.6715 -1.04 1.87 -0.31 -0.456
N 2.8987 4.9628 -0.0321 2.41 -4.23 5.87 -0.022
N 2.6580 5.8767 0.9943 2.21 -4.01 4.58 -0.027
C 3.0808 5.2519 2.3343 -0.69 0.04 -4.63 -0.009
O 3.6247 3.8770 2.1525 -2.55 4.77 -4.30 -0.092
C -1.3227 2.2062 -0.5947 1.03 0.09 2.22 -0.438
C -0.9109 3.7567 -0.2565 0.23 -0.68 0.65 -0.060
B -2.1639 4.7391 0.1539 -1.18 0.12 0.52 -0.523
O -1.8023 6.0735 0.7500 -2.00 -1.16 -2.41 -0.171
O -3.6014 4.4674 -0.0419 3.17 -0.04 1.94 0.041
P -1.4992 2.2445 -2.5119 -1.35 -2.94 -0.03 0.453
S -1.0511 0.5698 -3.3946 0.63 0.67 -0.41 0.248
O -2.5149 1.6319 0.0997 1.23 2.28 -0.53 -0.030
H -3.9933 -1.0128 -0.9653 0.76 1.32 -0.89 0.076
H -4.1599 0.6382 -1.1121 1.02 -1.15 -0.04 0.104
H -0.1698 1.2451 1.1699 0.33 0.53 -2.25 0.179
H 1.3375 0.1990 -1.4325 -0.14 1.79 1.49 0.113
H 1.4925 2.0977 -1.3244 -0.56 -1.80 1.44 0.092
H 2.9427 -0.1608 0.4759 -1.10 2.33 -0.55 0.053
H 2.2121 1.3225 1.4581 0.67 -0.93 -2.32 0.108
H 2.9734 5.7591 3.3883 0.34 -1.38 -2.39 0.151
H -0.0618 3.7121 0.5791 -1.88 0.47 -1.64 0.131
H -0.4028 4.2267 -1.2090 -0.81 -0.74 1.91 0.089
H -2.5218 6.6880 0.3629 1.18 -0.76 1.30 0.150
H -3.9082 3.9937 0.8013 0.39 0.72 -1.71 0.147
H -0.7305 3.2902 -3.1500 -1.13 0.25 1.28 -0.111
H -2.8998 2.5353 -2.8080 1.11 0.63 0.52 0.035
Na 0.7557 3.6647 -4.2175 0.61 -0.30 -0.44 0.731
K -2.0188 -3.9521 0.3462 2.28 -2.97 -1.50 0.656
Br -0.9594 -8.2192 1.6149 -0.09 0.04 -0.03 0.592
C -0.7118 -9.3144 0.0203 0.11 -0.14 0.07 -0.683
C -0.0310 -8.5334 -1.0793 0.04 -0.05 -0.15 -0.661
Br -1.2754 -7.3105 -1.9512 0.00 0.02 0.11 0.655
H -1.6979 -9.6936 -0.2629 0.27 0.17 0.02 0.057
H -0.0853 -10.1504 0.3443 -0.07 0.19 -0.09 0.063
H 0.3120 -9.2032 -1.8730 -0.10 0.10 0.16 0.067
H 0.8125 -7.9332 -0.7273 -0.24 -0.13 -0.06 0.061
O 1.2537 -4.7240 -2.5196 0.90 1.06 0.65 -0.403
H 0.5273 -5.2882 -2.3264 -1.05 -0.93 0.12 -0.259
Be -1.2105 6.0720 2.5104 0.07 0.05 0.02 0.288
F 1.7185 -1.5037 0.0021 -0.28 -2.17 1.77 -0.635
O 5.5977 -1.2038 0.4154 -2.99 -2.01 -2.31 -0.280
H 5.2378 -0.3488 0.1354 -2.04 0.10 -0.49 -0.011
H 5.8127 -1.0721 1.3510 -2.95 -1.55 2.87 -0.079
Br 7.1295 -0.2873 0.7906 7.86 3.56 -0.04 0.941
Mg 1.1914 -3.2079 1.3203 0.65 1.85 -1.91 0.883
Br -2.6069 -2.3691 4.1311 0.04 -1.03 0.79 0.404
```
Positions in Å, forces in eV/Å.